(1)
Entry from the Open Molecules 2025 dataset: a 2-piece molecular cluster, C2H8NO2 overall (ωB97M-V/def2-TZVPD).

Last column: Löwdin charge in e.
CARTESIAN COORDINATES (ANGSTROEM)
C (-1.48, 0.55, 0.20)  -0.18
N (-0.14, -0.13, 0.13)  -0.18
C (0.56, 0.21, -1.32)  -0.60
O (-0.13, -0.12, -2.33)  -0.27
H (-1.59, 1.32, 1.04)  0.06
H (-1.69, 1.03, -0.78)  0.05
H (-2.24, -0.22, 0.49)  0.06
H (-0.35, -1.15, 0.00)  0.09
H (0.81, 1.34, -1.18)  0.08
H (1.61, -0.29, -0.98)  0.08
H (0.74, -0.27, 1.63)  0.07
H (1.95, -0.27, 2.80)  -0.04
O (1.04, -0.52, 2.68)  -0.22

## Properties
Energy: -286.20626 Ha
ΔE to the lowest compared entry with this formula, charge and spin: 25.7 kcal/mol
Charge: -1
Orbital gap: 7.6 eV

=====

(2)
Entry from the Open Molecules 2025 dataset: a 2-piece molecular cluster, C4H10S2 overall (ωB97M-V/def2-TZVPD).

Last column: Löwdin charge in e.
CARTESIAN COORDINATES (ANGSTROEM)
C (0.54, 1.17, 0.89)  -0.01
C (-0.44, 1.91, 1.39)  -0.24
C (-1.82, 2.03, 0.81)  -0.12
H (1.53, 1.31, 1.30)  0.05
H (0.28, 0.47, 0.11)  0.03
H (-0.26, 2.67, 2.15)  0.09
H (-2.10, 1.18, 0.19)  0.07
H (-2.61, 2.22, 1.54)  0.07
H (-1.84, 2.87, 0.11)  0.07
C (0.07, -2.30, -1.62)  -0.53
S (1.62, -3.09, -1.86)  0.36
S (2.96, -2.04, -0.77)  0.27
H (-0.81, -2.94, -1.66)  0.04
H (-0.05, -1.52, -2.37)  0.03
H (0.05, -1.62, -0.75)  0.01
H (2.87, -2.31, 0.55)  -0.19

## Properties
Energy: -954.72525 Ha
ΔE to the lowest compared entry with this formula, charge and spin: 36.6 kcal/mol
Charge: 0
Orbital gap: 9.5 eV

=====

(3)
Entry from the Open Molecules 2025 dataset: C71H66CsN3O3P2S6Si as an isolated structure (ωB97M-V/def2-TZVPD).

Last column: Löwdin charge in e.
CARTESIAN COORDINATES (ANGSTROEM)
Cs (-0.31, -0.16, 0.34)  0.89
O (1.40, 0.95, 1.72)  -0.90
S (2.75, 0.98, 1.08)  0.81
C (3.92, 1.15, 2.47)  -0.27
C (4.87, 2.13, 2.52)  -0.07
C (5.62, 2.42, 3.69)  -0.02
C (5.36, 1.70, 4.82)  -0.16
C (5.84, 1.85, 6.24)  -0.11
C (5.31, 0.58, 6.97)  -0.11
C (4.38, -0.07, 5.97)  -0.16
C (3.57, -1.16, 6.05)  0.00
C (2.90, -1.59, 4.88)  -0.06
C (2.96, -0.95, 3.67)  -0.25
P (2.29, -1.74, 2.12)  1.08
C (1.06, -2.90, 2.80)  -0.38
C (0.07, -2.41, 3.66)  -0.13
C (-0.94, -3.25, 4.12)  -0.10
C (-0.98, -4.57, 3.71)  -0.08
C (-0.02, -5.06, 2.82)  -0.08
C (0.98, -4.22, 2.35)  -0.11
C (3.81, -2.76, 1.81)  -0.34
C (4.66, -2.29, 0.82)  -0.12
C (5.86, -2.93, 0.53)  -0.09
C (6.22, -4.06, 1.24)  -0.10
C (5.38, -4.55, 2.24)  -0.09
C (4.18, -3.90, 2.53)  -0.09
C (3.74, 0.26, 3.59)  -0.11
C (4.46, 0.62, 4.74)  -0.09
C (2.86, 2.65, 0.42)  -0.32
C (2.57, 3.65, 1.32)  -0.08
C (2.62, 5.01, 0.98)  -0.02
C (2.95, 5.34, -0.31)  -0.16
C (3.04, 6.69, -0.98)  -0.10
C (3.30, 6.36, -2.48)  -0.10
C (3.42, 4.86, -2.52)  -0.20
C (3.64, 4.01, -3.56)  -0.02
C (3.59, 2.62, -3.31)  -0.08
C (3.35, 2.06, -2.08)  -0.29
P (3.38, 0.20, -1.96)  1.11
C (5.19, 0.04, -2.34)  -0.34
C (5.76, -0.32, -3.56)  -0.09
C (7.14, -0.36, -3.72)  -0.09
C (7.98, -0.05, -2.66)  -0.11
C (7.43, 0.32, -1.43)  -0.09
C (6.05, 0.35, -1.28)  -0.11
C (2.48, -0.36, -3.44)  -0.39
C (2.71, -1.65, -3.94)  -0.13
C (1.86, -2.21, -4.88)  -0.09
C (0.73, -1.51, -5.30)  -0.09
C (0.48, -0.25, -4.79)  -0.05
C (1.34, 0.32, -3.86)  -0.08
C (3.16, 2.94, -0.96)  -0.14
C (3.20, 4.32, -1.24)  -0.13
H (5.03, 2.76, 1.65)  0.11
H (6.35, 3.23, 3.69)  0.11
H (5.40, 2.75, 6.68)  0.12
H (6.92, 1.95, 6.32)  0.11
H (4.80, 0.82, 7.90)  0.11
H (6.13, -0.10, 7.22)  0.11
H (3.46, -1.72, 6.97)  0.11
H (2.30, -2.49, 4.95)  0.10
H (0.07, -1.37, 3.96)  0.12
H (-1.71, -2.85, 4.76)  0.07
H (-1.77, -5.22, 4.06)  0.10
H (-0.07, -6.08, 2.47)  0.10
H (1.70, -4.59, 1.63)  0.07
H (4.36, -1.42, 0.24)  0.05
H (6.51, -2.54, -0.25)  0.10
H (7.15, -4.58, 1.02)  0.09
H (5.65, -5.44, 2.79)  0.10
H (3.54, -4.27, 3.32)  0.11
H (2.27, 3.36, 2.32)  0.13
H (2.38, 5.77, 1.72)  0.11
H (3.85, 7.28, -0.55)  0.11
H (2.12, 7.25, -0.85)  0.11
H (4.20, 6.85, -2.86)  0.11
H (2.46, 6.68, -3.10)  0.11
H (3.80, 4.37, -4.57)  0.11
H (3.74, 1.94, -4.15)  0.11
H (5.12, -0.56, -4.40)  0.10
H (7.56, -0.64, -4.67)  0.10
H (9.06, -0.08, -2.78)  0.09
H (8.07, 0.57, -0.60)  0.10
H (5.63, 0.64, -0.32)  0.09
H (3.53, -2.24, -3.55)  0.10
H (2.04, -3.21, -5.24)  0.10
H (0.03, -1.97, -5.99)  0.10
H (-0.43, 0.28, -5.07)  0.11
H (1.10, 1.29, -3.44)  0.06
C (-4.13, 1.52, -3.61)  -0.19
Si (-3.75, 0.47, -2.07)  0.32
C (-5.44, -0.20, -1.59)  -0.18
C (-3.29, 1.73, -0.76)  -0.20
N (-2.49, -0.64, -2.16)  -0.06
C (-2.32, -1.62, -3.05)  -0.34
C (-3.17, -1.88, -4.18)  -0.05
C (-2.92, -2.86, -5.13)  -0.14
C (-1.78, -3.66, -5.04)  -0.16
C (-0.93, -3.46, -3.95)  -0.10
C (-1.20, -2.51, -2.98)  -0.20
O (-0.27, -2.29, -1.93)  -0.08
C (0.38, -3.40, -1.45)  -0.28
C (-0.26, -4.62, -1.25)  0.00
C (0.49, -5.73, -0.88)  -0.09
C (1.87, -5.65, -0.72)  -0.12
C (2.49, -4.41, -0.85)  -0.10
C (1.74, -3.28, -1.19)  -0.02
H (-4.72, 2.40, -3.33)  0.00
H (-4.70, 0.96, -4.36)  0.01
H (-3.20, 1.87, -4.09)  0.02
H (-6.18, 0.61, -1.57)  0.02
H (-5.41, -0.65, -0.59)  0.03
H (-5.79, -0.97, -2.29)  0.01
H (-4.05, 2.52, -0.68)  0.03
H (-2.33, 2.19, -1.00)  0.00
H (-3.21, 1.25, 0.23)  -0.01
H (-4.06, -1.26, -4.28)  0.07
H (-3.61, -3.00, -5.96)  0.08
H (-1.56, -4.42, -5.78)  0.08
H (-0.03, -4.06, -3.87)  0.11
H (-1.33, -4.69, -1.40)  0.13
H (-0.02, -6.68, -0.74)  0.10
H (2.45, -6.53, -0.46)  0.09
H (3.56, -4.32, -0.69)  0.10
H (2.22, -2.32, -1.30)  0.07
O (-4.30, 0.17, 7.51)  -0.16
C (-3.77, 0.27, 6.41)  -1.09
S (-3.84, -0.95, 5.15)  0.88
C (-2.90, -0.12, 3.89)  -1.21
C (-2.43, 1.10, 4.23)  -1.23
S (-1.51, 2.21, 3.24)  0.38
S (-2.82, 1.64, 5.88)  0.87
S (-2.73, -0.97, 2.38)  0.29
C (-0.97, 6.23, 1.32)  -0.07
C (-1.17, 4.73, 1.15)  -0.26
N (-0.49, 4.20, -0.04)  0.03
C (-0.87, 4.32, -1.31)  -0.82
S (0.16, 3.86, -2.58)  0.68
N (-2.11, 4.84, -1.48)  0.01
C (-2.84, 4.88, -2.74)  -0.27
C (-3.01, 6.31, -3.26)  -0.09
H (-1.45, 6.58, 2.24)  0.08
H (-1.37, 6.79, 0.48)  0.06
H (0.10, 6.46, 1.39)  0.05
H (-2.23, 4.49, 1.11)  0.10
H (-0.80, 4.18, 2.01)  0.00
H (0.42, 3.80, 0.11)  0.08
H (-2.66, 4.94, -0.65)  0.11
H (-3.80, 4.40, -2.59)  0.10
H (-2.28, 4.29, -3.46)  0.06
H (-3.59, 6.92, -2.56)  0.07
H (-3.53, 6.30, -4.23)  0.07
H (-2.03, 6.77, -3.40)  0.07

## Properties
Energy: -6516.77181 Ha
ΔE to the lowest compared entry with this formula, charge and spin: 20.8 kcal/mol
Charge: -2
Orbital gap: 3.4 eV